[1]
Below is a structure of composition C4H4LiO5Yb in a non-equilibrium geometry, with properties calculated with the ωB97M-V functional and the def2-TZVPD basis.

Positions of all 15 atoms, in Å:
O 1.336 -0.819 -0.334
C 1.729 0.159 0.415
C -0.105 -0.140 -1.190
O 2.184 0.061 1.550
O 1.343 1.355 -0.031
C 0.511 1.269 -1.194
H -1.114 -0.057 -1.611
H 0.171 -0.842 -1.983
H -0.254 2.045 -1.081
H 1.110 1.446 -2.094
O -2.585 -0.058 0.770
C -1.317 -0.183 0.792
O -0.878 -1.105 1.622
Li 0.933 -1.403 2.116
Yb -3.064 -1.729 2.254

## Properties
Charge: +2
Relative energy (zero: lowest compared OMol25 entry of this formula, charge and spin) in kcal/mol: 95.92
F_max in eV/A: 4.7
Spin multiplicity: 2
E in Eh: -1696.54957
HOMO-LUMO gap (spin up / spin down) in eV: 8.04 / 7.05

---

[2]
Below is a cluster of 7 separate species, C23H62BrO28P6 in total in a non-equilibrium geometry, with properties calculated with the ωB97M-V functional and the def2-TZVPD basis.

Positions of all 120 atoms, in Å:
C 7.025 2.535 1.139
O 7.829 1.509 0.598
C 7.506 0.199 1.139
C 6.634 -0.520 0.030
O 5.724 -1.423 0.709
C 4.592 -0.696 1.063
Br 3.434 -1.841 2.186
C 8.872 -0.540 1.368
O 9.749 -0.585 0.501
O 8.988 -1.114 2.480
H 7.481 3.038 2.021
H 6.936 3.314 0.343
H 5.994 2.227 1.420
H 6.932 0.343 2.073
H 6.038 0.235 -0.525
H 7.358 -1.055 -0.610
H 4.811 0.216 1.660
H 3.968 -0.397 0.192
C -2.709 -2.614 -0.964
O -1.371 -2.117 -0.782
P -0.118 -3.203 -1.180
O 0.911 -2.495 -0.349
O -0.126 -2.694 -2.733
C -0.006 -1.305 -3.010
O 0.791 -4.528 -1.647
C 2.208 -4.444 -1.554
H -3.412 -1.821 -0.715
H -2.865 -2.913 -2.005
H -2.885 -3.466 -0.304
H 0.548 -0.783 -2.228
H -1.000 -0.866 -3.115
H 0.524 -1.196 -3.956
H 2.522 -4.493 -0.512
H 2.578 -3.534 -2.025
H 2.617 -5.310 -2.075
C -3.442 1.180 -5.070
O -3.991 -0.145 -4.955
P -5.588 -0.239 -4.345
O -5.362 -1.679 -3.947
O -6.209 -0.105 -5.850
C -5.702 -0.933 -6.890
O -7.151 -0.148 -3.731
C -7.860 -1.353 -3.480
H -2.446 1.105 -5.502
H -4.066 1.800 -5.722
H -3.367 1.644 -4.085
H -5.313 -1.875 -6.504
H -4.915 -0.403 -7.431
H -6.518 -1.140 -7.581
H -7.457 -1.845 -2.596
H -7.826 -2.017 -4.343
H -8.899 -1.089 -3.275
C 8.889 4.693 -2.327
O 7.931 5.670 -1.923
P 8.608 7.117 -1.278
O 7.281 7.386 -0.600
O 8.655 7.807 -2.760
C 7.509 7.735 -3.598
O 9.332 8.493 -0.623
C 8.508 9.526 -0.113
H 8.370 3.836 -2.751
H 9.567 5.107 -3.082
H 9.462 4.367 -1.457
H 6.589 7.663 -3.018
H 7.595 6.874 -4.263
H 7.480 8.640 -4.204
H 8.059 9.220 0.832
H 7.738 9.806 -0.831
H 9.151 10.387 0.079
C -10.591 -3.753 1.480
O -11.008 -2.992 0.331
P -11.925 -3.845 -0.833
O -11.564 -2.833 -1.894
O -13.311 -3.459 -0.059
C -13.553 -2.105 0.308
O -12.823 -4.845 -1.845
C -13.297 -4.324 -3.075
H -10.054 -3.094 2.159
H -11.462 -4.166 2.000
H -9.929 -4.564 1.173
H -13.047 -1.408 -0.362
H -13.219 -1.938 1.334
H -14.627 -1.931 0.259
H -12.476 -4.217 -3.783
H -13.805 -3.372 -2.929
H -14.004 -5.049 -3.482
C -8.829 -7.828 1.858
O -8.451 -6.849 2.844
P -7.905 -7.505 4.320
O -8.177 -6.250 5.103
O -6.366 -7.571 3.789
C -5.758 -6.396 3.259
O -7.510 -8.528 5.582
C -7.132 -7.958 6.827
H -9.125 -7.307 0.949
H -7.986 -8.488 1.630
H -9.671 -8.420 2.219
H -6.186 -5.490 3.690
H -5.876 -6.380 2.174
H -4.696 -6.435 3.492
H -8.004 -7.543 7.332
H -6.365 -7.196 6.693
H -6.733 -8.764 7.443
C 12.779 7.093 3.949
O 11.535 7.207 4.661
P 10.130 6.922 3.736
O 9.223 7.657 4.684
O 10.176 5.325 4.048
C 10.243 4.873 5.395
O 9.052 6.639 2.492
C 7.660 6.718 2.744
H 13.595 7.258 4.651
H 12.882 6.095 3.513
H 12.832 7.846 3.161
H 9.782 5.583 6.083
H 11.285 4.710 5.676
H 9.714 3.923 5.456
H 7.362 7.759 2.862
H 7.384 6.133 3.622
H 7.142 6.316 1.873

## Properties
Charge: -1
F_max in eV/A: 9.9
E in Eh: -7642.03125
HOMO-LUMO gap in eV: 2.23

---

[3]
Below is a cluster of 11 separate species, C34H96N6O16 in total in a non-equilibrium geometry, with properties calculated with the ωB97M-V functional and the def2-TZVPD basis.

Positions of all 152 atoms, in Å:
C 4.010 -2.076 -4.298
C 2.885 -1.517 -3.490
O 2.992 -0.061 -3.460
O 3.822 -3.471 -4.672
H 4.910 -1.840 -3.765
H 4.096 -1.478 -5.230
H 2.965 -1.938 -2.454
H 1.863 -1.775 -3.814
H 2.065 0.135 -3.175
H 3.233 -3.468 -5.405
C -2.353 -4.309 2.657
C -2.496 -3.206 1.694
O -2.730 -3.652 0.401
O -1.183 -5.078 2.289
H -3.257 -4.948 2.653
H -2.210 -3.865 3.645
H -1.587 -2.528 1.725
H -3.282 -2.511 1.990
H -1.920 -4.045 0.008
H -0.454 -4.798 2.834
C 5.279 0.955 0.982
C 5.023 0.118 -0.291
O 4.936 0.956 -1.393
O 4.294 1.855 1.260
H 6.252 1.512 0.975
H 5.418 0.250 1.790
H 4.103 -0.399 -0.031
H 5.837 -0.583 -0.434
H 4.396 0.519 -2.106
H 4.321 2.735 0.662
C 1.283 3.514 2.586
C 2.471 3.581 3.521
O 3.179 4.810 3.264
O 0.409 2.393 2.755
H 1.573 3.572 1.556
H 0.591 4.319 2.911
H 3.126 2.728 3.210
H 2.032 3.603 4.492
H 2.728 5.486 3.817
H 0.713 1.752 2.161
C 1.067 -0.438 -0.695
C 1.433 1.019 -0.195
O 1.810 0.872 1.167
O 0.657 -0.443 -2.057
H 0.204 -0.754 -0.036
H 1.980 -1.093 -0.560
H 0.513 1.637 -0.282
H 2.261 1.364 -0.835
H 2.765 1.057 1.282
H -0.258 -0.694 -2.160
C -2.168 2.572 -1.850
C -3.039 2.276 -0.690
C -4.336 1.589 -1.115
O -5.346 2.481 -1.518
C -6.607 1.935 -1.631
N -2.348 1.274 0.193
H -2.665 3.318 -2.526
H -1.854 1.642 -2.446
H -1.207 3.069 -1.518
H -3.263 3.256 -0.258
H -4.699 0.943 -0.270
H -4.174 0.951 -1.989
H -6.876 1.576 -0.592
H -6.666 1.117 -2.372
H -7.256 2.745 -1.842
H -2.728 1.139 1.113
H -1.373 1.474 0.319
C 0.667 -4.633 5.528
C 1.598 -4.533 4.307
C 1.924 -3.158 3.970
O 2.707 -3.341 2.777
C 3.453 -2.293 2.145
N 2.895 -5.197 4.590
H 1.012 -5.331 6.331
H -0.381 -4.911 5.251
H 0.650 -3.695 6.037
H 1.131 -5.044 3.426
H 2.548 -2.713 4.784
H 1.029 -2.522 3.781
H 4.397 -2.621 1.651
H 3.855 -1.593 2.916
H 2.875 -1.572 1.547
H 3.467 -5.202 3.761
H 2.701 -6.131 4.874
C -5.672 6.317 0.907
C -5.402 4.905 1.412
C -3.999 4.892 2.037
O -3.671 3.582 2.312
C -2.337 3.289 2.685
N -6.423 4.409 2.354
H -4.972 6.655 0.124
H -5.564 7.019 1.765
H -6.659 6.457 0.501
H -5.403 4.186 0.556
H -4.081 5.427 2.997
H -3.186 5.397 1.465
H -1.644 3.322 1.853
H -2.278 2.255 3.125
H -2.078 4.025 3.458
H -6.187 3.482 2.739
H -6.494 4.945 3.190
C -2.300 -2.934 -3.765
C -2.980 -1.839 -2.918
C -4.347 -2.251 -2.276
O -5.357 -2.215 -3.308
C -6.581 -2.634 -2.837
N -2.055 -1.325 -1.880
H -1.482 -2.559 -4.394
H -3.083 -3.434 -4.375
H -1.939 -3.727 -3.066
H -3.189 -1.003 -3.626
H -4.692 -1.648 -1.427
H -4.237 -3.287 -1.917
H -6.539 -3.649 -2.407
H -7.376 -2.591 -3.604
H -6.945 -1.954 -2.020
H -1.819 -2.003 -1.162
H -2.491 -0.509 -1.460
C 0.110 -6.489 -3.246
C 0.948 -6.770 -1.987
C 0.143 -6.413 -0.747
O -0.196 -5.046 -0.763
C 0.810 -4.081 -0.371
N 1.262 -8.202 -1.941
H -0.014 -5.400 -3.372
H -0.783 -7.077 -3.130
H 0.576 -6.876 -4.108
H 1.851 -6.194 -1.937
H 0.718 -6.615 0.122
H -0.779 -6.958 -0.637
H 1.192 -3.497 -1.187
H 1.643 -4.417 0.255
H 0.315 -3.468 0.373
H 1.412 -8.560 -1.002
H 2.081 -8.413 -2.490
C 2.288 5.301 -0.768
C 3.822 5.059 -0.811
C 4.590 6.396 -0.976
O 4.698 6.925 -2.293
C 5.384 8.116 -2.309
N 4.300 4.416 0.333
H 1.852 5.864 -1.579
H 2.062 5.942 0.068
H 1.702 4.354 -0.703
H 4.064 4.459 -1.642
H 5.557 6.282 -0.575
H 4.154 7.220 -0.344
H 5.587 8.388 -3.338
H 6.281 7.980 -1.745
H 4.880 9.002 -1.906
H 3.894 4.659 1.220
H 5.367 4.467 0.360

## Properties
Relative energy (zero: lowest compared OMol25 entry of this formula, charge and spin) in kcal/mol: 36.08
F_max in eV/A: 3.6
E in Eh: -2885.13864
SMILES string: COC[C@H](C)N.COC[C@H](C)N.COC[C@H](C)N.COC[C@H](C)N.COC[C@H](C)N.COC[C@H](C)N.OCCO.OCCO.OCCO.OCCO.OCCO
HOMO-LUMO gap in eV: 9.64

---

[4]
Below is a structure of composition C8H12N2PSr in a non-equilibrium geometry, with properties calculated with the ωB97M-V functional and the def2-TZVPD basis.

Positions of all 24 atoms, in Å:
C -2.366 -0.896 -1.646
C -2.968 0.109 -2.313
C -2.876 1.534 -2.210
C -2.152 2.399 -1.324
C -1.298 2.150 -0.304
Sr -0.366 -0.118 -0.409
P 0.196 -3.157 -0.458
H -2.671 -1.932 -1.900
H -3.692 -0.187 -3.099
H -3.529 2.058 -2.922
H -0.949 3.016 0.295
H -2.372 3.464 -1.547
H 1.507 -3.550 -0.880
H -0.503 -4.093 -1.275
H 0.164 -3.951 0.731
N 3.300 -0.232 2.565
C 3.101 1.149 2.574
C 2.015 1.373 1.772
N 1.562 0.152 1.285
C 2.354 -0.802 1.778
H 4.028 -0.740 3.062
H 3.724 1.829 3.127
H 1.517 2.296 1.502
H 2.277 -1.871 1.596

## Properties
Charge: -1
Relative energy (zero: lowest compared OMol25 entry of this formula, charge and spin) in kcal/mol: 0.00
F_max in eV/A: 2.8
E in Eh: -793.39090
HOMO-LUMO gap (spin up / spin down) in eV: 2.45 / 2.12

---

[5]
Below is a cluster of 11 separate species, C44H78O27S6 in total in a non-equilibrium geometry, with properties calculated with the ωB97M-V functional and the def2-TZVPD basis.

Positions of all 155 atoms, in Å:
C 1.635 -2.802 -3.516
C 0.221 -3.307 -3.962
C -0.062 -4.814 -3.996
O -1.272 -4.937 -3.205
C -1.644 -3.692 -2.831
O -2.688 -3.459 -2.165
O -0.828 -2.812 -3.234
H 1.812 -3.088 -2.479
H 1.712 -1.718 -3.606
H 2.416 -3.194 -4.166
H 0.036 -2.890 -4.952
H 0.766 -5.401 -3.599
H -0.123 -5.159 -5.028
C -3.527 4.425 -2.575
C -2.155 5.241 -2.363
C -2.362 6.156 -1.035
O -1.060 6.116 -0.582
C -0.390 5.013 -1.045
O 0.803 4.786 -0.832
O -1.110 4.404 -1.966
H -4.490 4.926 -2.665
H -3.576 3.770 -1.706
H -3.257 3.665 -3.309
H -1.917 5.698 -3.323
H -2.880 5.638 -0.229
H -2.702 7.176 -1.218
C -4.490 -2.107 2.207
C -3.348 -3.202 2.295
C -2.853 -3.383 3.751
O -2.738 -4.697 3.870
C -3.304 -5.307 2.858
O -3.450 -6.529 2.823
O -3.673 -4.471 1.971
H -4.213 -1.068 2.029
H -5.174 -2.275 3.039
H -5.140 -2.308 1.356
H -2.698 -2.859 1.490
H -3.686 -3.331 4.451
H -1.935 -2.828 3.947
C 1.197 0.958 -7.335
C 0.586 1.952 -6.331
C -0.606 1.357 -5.629
O -0.637 1.967 -4.376
C 0.574 2.389 -4.089
O 0.958 2.698 -2.962
O 1.433 2.247 -5.255
H 0.403 0.799 -8.065
H 1.404 0.019 -6.823
H 2.106 1.330 -7.809
H 0.258 2.809 -6.919
H -0.428 0.286 -5.530
H -1.543 1.350 -6.186
C -0.942 3.107 5.533
C -1.543 2.289 4.402
C -3.027 1.819 4.662
O -3.776 2.471 3.654
C -2.974 2.988 2.771
O -3.205 3.103 1.607
O -1.733 3.133 3.289
H -0.157 3.793 5.214
H -0.465 2.426 6.238
H -1.643 3.651 6.165
H -0.999 1.456 3.955
H -3.279 2.218 5.645
H -3.231 0.751 4.742
C 1.321 5.365 2.865
C 1.330 6.817 2.328
C 2.773 7.345 2.256
S 3.899 5.952 1.958
O 4.865 6.053 3.017
O 4.315 5.862 0.551
C 2.592 4.681 2.337
H 0.393 4.864 2.591
H 1.476 5.421 3.943
H 0.692 7.438 2.955
H 0.837 6.973 1.369
H 2.976 7.859 3.195
H 3.068 8.174 1.613
H 3.090 3.789 2.716
H 2.171 4.258 1.425
C -5.051 -1.414 -3.148
C -4.707 0.096 -2.906
C -3.785 0.510 -4.067
S -4.478 -0.295 -5.527
O -3.377 -0.985 -6.195
O -5.276 0.703 -6.219
C -5.605 -1.420 -4.617
H -5.739 -1.735 -2.366
H -4.172 -2.055 -3.228
H -4.077 0.304 -2.041
H -5.652 0.625 -2.777
H -2.759 0.206 -3.861
H -3.746 1.594 -4.179
H -5.629 -2.325 -5.223
H -6.463 -0.776 -4.814
C 0.125 1.639 0.439
C -0.623 1.030 -0.779
C 0.037 -0.274 -1.146
S 0.464 -1.082 0.546
O 1.932 -1.353 0.571
O -0.517 -2.113 0.812
C 0.071 0.500 1.504
H -0.229 2.597 0.819
H 1.149 1.804 0.104
H -0.588 1.659 -1.668
H -1.636 0.766 -0.472
H 1.012 -0.144 -1.616
H -0.452 -0.998 -1.797
H 0.687 0.623 2.395
H -0.929 0.576 1.932
C 5.562 0.154 -0.836
C 4.298 1.101 -0.629
C 4.229 2.037 -1.763
S 4.668 0.980 -3.278
O 5.817 1.519 -4.036
O 3.471 0.421 -3.953
C 5.434 -0.409 -2.233
H 5.711 -0.599 -0.062
H 6.426 0.806 -0.967
H 4.330 1.640 0.318
H 3.354 0.556 -0.614
H 5.078 2.687 -1.549
H 3.309 2.602 -1.916
H 6.289 -0.880 -2.718
H 4.651 -1.157 -2.361
C 1.956 -5.168 0.213
C 2.282 -6.700 0.397
C 3.710 -6.666 0.886
S 3.730 -5.373 2.222
O 4.921 -4.555 2.094
O 3.287 -5.821 3.552
C 2.391 -4.457 1.422
H 0.919 -4.987 -0.070
H 2.503 -4.824 -0.664
H 2.211 -7.165 -0.587
H 1.685 -7.143 1.194
H 4.230 -6.205 0.046
H 4.261 -7.517 1.286
H 2.761 -3.527 0.991
H 1.560 -4.185 2.073
C 0.812 -3.991 6.814
C 1.740 -3.993 5.595
C 1.970 -2.535 5.098
S 0.424 -1.572 5.550
O -0.339 -1.048 4.405
O 0.876 -0.573 6.556
C -0.367 -2.990 6.510
H 1.392 -3.662 7.676
H 0.446 -4.980 7.090
H 1.410 -4.588 4.743
H 2.710 -4.350 5.940
H 1.871 -2.596 4.014
H 2.853 -2.042 5.502
H -1.183 -3.421 5.930
H -0.826 -2.681 7.449

## Properties
Relative energy (zero: lowest compared OMol25 entry of this formula, charge and spin) in kcal/mol: 119.24
F_max in eV/A: 6.7
E in Eh: -6143.74944
SMILES string: C[C@H]1COC(=O)O1.C[C@H]1COC(=O)O1.C[C@H]1COC(=O)O1.C[C@H]1COC(=O)O1.C[C@H]1COC(=O)O1.O=S1(=O)CCCC1.O=S1(=O)CCCC1.O=S1(=O)CCCC1.O=S1(=O)CCCC1.O=S1(=O)CCCC1.O=S1(=O)CCCC1
HOMO-LUMO gap in eV: 10.00

---

[6]
Below is the molecule C5H11N5O2 in a non-equilibrium geometry, with properties calculated with the ωB97M-V functional and the def2-TZVPD basis.

Positions of all 23 atoms, in Å:
C -0.289 -0.871 -1.353
C 1.943 -0.359 -0.679
C 0.651 0.042 1.428
C -0.252 1.214 0.929
C -1.656 0.977 1.168
H -2.010 0.131 -1.703
H -0.632 0.538 -2.701
H -1.660 -1.971 -0.621
H 3.860 0.311 -0.763
H 3.319 -0.620 -2.099
H 2.687 -0.448 1.145
H 0.020 -0.864 1.446
H 0.942 0.164 2.480
H 0.099 2.161 1.356
H -0.036 1.325 -0.132
H -2.877 0.533 2.507
N -1.159 -0.182 -2.174
N -0.684 -1.744 -0.487
N 1.025 -0.540 -1.590
N 3.246 -0.422 -1.101
N 1.874 -0.072 0.633
O -1.938 0.785 2.500
O -2.589 0.895 0.395

## Properties
Relative energy (zero: lowest compared OMol25 entry of this formula, charge and spin) in kcal/mol: 12.46
F_max in eV/A: 3.2
E in Eh: -621.42044
SMILES string: [H]/N=C(N)/N=C(/N)NCCC(=O)O
HOMO-LUMO gap in eV: 9.37

---

Question: Which of these has the lowest E?
Answer: C23H62BrO28P6

---

Question: What is the F_max in the sixth record?
Answer: 3.2 eV/A